[1]
Below is C25H47ClINO3PdSi2 as an isolated structure in a non-equilibrium geometry, with properties calculated with ωB97M-V/def2-TZVPD.

CARTESIAN COORDINATES (ANGSTROEM)
O  -0.3482  -1.0899  -2.1757
O  0.8759  0.8298  -3.4203
C  0.3782  -2.3855  -2.5429
C  -0.3903  -3.5010  -1.9051
H  1.3881  -2.2584  -2.1408
H  0.3990  -2.4213  -3.6377
H  -0.4990  -3.3628  -0.8218
H  0.1466  -4.4354  -2.0615
H  -1.3813  -3.6170  -2.3571
C  -1.7106  -0.8887  -2.8505
C  -1.6903  -1.1031  -4.3391
H  -1.9916  0.1251  -2.5545
H  -2.3255  -1.6186  -2.3248
H  -0.9681  -0.4552  -4.8553
H  -2.6906  -0.8566  -4.7214
H  -1.5084  -2.1523  -4.6012
C  0.4062  2.1913  -3.2989
C  2.1648  0.6190  -4.0293
C  -0.5853  2.5361  -4.3847
H  1.2701  2.8679  -3.3073
H  -0.0750  2.2522  -2.3110
H  -0.1223  2.5006  -5.3798
H  -0.9462  3.5585  -4.2212
H  -1.4533  1.8643  -4.3647
C  2.1237  0.7824  -5.5339
H  2.4492  -0.4059  -3.7538
H  2.8855  1.3107  -3.5691
H  1.3092  0.1979  -5.9836
H  3.0693  0.4167  -5.9481
H  2.0190  1.8361  -5.8203
H  0.2548  -0.2947  -2.3700
Pd  -0.0385  0.1497  1.4023
C  1.4815  0.0167  -0.0474
Si  3.2625  0.4487  0.4582
H  1.3610  -1.0553  -0.2985
H  1.1112  0.5997  -0.9045
C  4.4198  -0.6359  -0.5691
C  3.7442  0.2054  2.2436
C  3.5876  2.2402  0.0042
C  -1.6373  -1.0702  1.0478
Si  -3.1610  0.0166  0.9896
H  -1.6139  -1.8022  1.8806
H  -1.3420  -1.6083  0.1295
C  -4.4175  -0.7438  -0.1930
C  -2.6434  1.7122  0.3863
C  -4.0146  0.1261  2.6530
H  3.0077  2.5320  -0.8794
H  4.6530  2.3972  -0.2163
H  3.3131  2.9044  0.8326
H  4.1867  -1.6996  -0.4254
H  5.4646  -0.4810  -0.2714
H  4.3364  -0.4109  -1.6404
H  3.2191  -0.6411  2.7036
H  3.5190  1.1107  2.8253
H  4.8267  0.0269  2.3075
H  -3.0426  1.8909  -0.6210
H  -1.5482  1.8257  0.3411
H  -3.0394  2.4870  1.0561
H  -4.9334  0.7233  2.5663
H  -3.3873  0.5775  3.4297
H  -4.3015  -0.8784  2.9932
H  -5.4121  -0.3186  0.0025
H  -4.4745  -1.8294  -0.0346
H  -4.1686  -0.5624  -1.2455
Cl  -0.7457  -0.7097  8.3376
C  -0.1864  -0.8604  6.7258
C  0.5504  -1.9857  6.3646
C  1.0033  -2.1722  5.0660
I  2.1170  -3.8285  4.5315
C  0.6641  -1.2237  4.0264
O  0.9437  -1.4516  2.8057
C  -0.0524  -0.0260  4.4264
N  -0.3883  0.8527  3.4598
C  -1.0812  1.9583  3.7419
C  -1.5518  2.2035  5.0434
C  -1.2664  1.3072  6.0551
C  -0.4956  0.1577  5.7802
H  0.7745  -2.7372  7.1095
H  -1.2686  2.6567  2.9245
H  -2.1462  3.0934  5.2197
H  -1.6419  1.4695  7.0610

Values from the calculation:
F_max   0.041 Eh/bohr
⟨S²⟩   2.008
2S+1   3
Total energy   -74175.08599 eV
HOMO level (spin up / spin down)   -5.542 / -6.192 eV


[2]
Below is a 9-piece molecular cluster, C31H44ClN4O11 overall in a non-equilibrium geometry, with properties calculated with ωB97M-V/def2-TZVPD.

CARTESIAN COORDINATES (ANGSTROEM)
Cl  36.6465  -2.7426  -12.6402
O  37.2845  -2.1935  -13.7696
O  35.3770  -3.2888  -13.0231
O  37.4693  -3.7385  -12.0377
O  36.5150  -1.6884  -11.7178
O  45.7772  -2.7174  -10.7848
C  44.6263  -2.3090  -10.7920
O  43.9517  -2.2243  -11.9941
C  42.6372  -1.7754  -11.8117
C  42.5303  -1.2868  -10.3598
C  43.7786  -1.7652  -9.6061
H  41.9866  -2.6462  -11.8929
H  42.2721  -1.0170  -12.5042
H  41.6683  -1.7071  -9.8417
H  42.4202  -0.2024  -10.3617
H  43.6522  -2.5163  -8.8263
H  44.1949  -0.8849  -9.1163
O  41.7267  0.5802  -6.0003
C  40.5531  0.3963  -6.2679
O  39.8754  1.2577  -6.9877
C  38.6529  0.7162  -7.4867
C  38.5881  -0.6629  -6.9537
C  39.6485  -0.7870  -5.9174
H  38.6557  0.7707  -8.5753
H  37.8926  1.2968  -6.9641
H  38.7640  -1.4662  -7.6692
H  37.6081  -0.8890  -6.5334
H  40.1487  -1.7545  -5.8756
H  39.1041  -0.7098  -4.9762
O  29.5831  -2.1509  -17.7900
C  29.5799  -2.9042  -16.8257
O  30.4508  -3.9237  -16.7087
C  30.2726  -4.6586  -15.5093
C  29.1733  -3.9034  -14.6934
C  28.5067  -3.0398  -15.7384
H  31.1997  -4.7338  -14.9410
H  29.9361  -5.6504  -15.8112
H  29.4511  -3.2944  -13.8331
H  28.4513  -4.6664  -14.4027
H  28.1656  -2.0467  -15.4463
H  27.6004  -3.4255  -16.2053
N  31.7279  0.6234  -14.3248
C  31.0075  1.4172  -15.1506
C  29.8511  1.8687  -14.4411
C  29.8910  1.3221  -13.1881
C  31.0663  0.5134  -13.1365
H  32.5701  0.1323  -14.5887
H  31.2543  1.5459  -16.1941
H  29.0949  2.5127  -14.8654
H  29.1809  1.3644  -12.3754
H  31.4403  -0.1300  -12.3539
N  34.8978  -7.7733  -9.3136
C  35.6069  -8.8538  -9.7282
C  35.1211  -10.0251  -9.1973
C  33.9792  -9.6466  -8.4425
C  33.8666  -8.2843  -8.5371
H  35.0348  -6.8029  -9.5578
H  36.4066  -8.6114  -10.4123
H  35.4839  -11.0382  -9.2897
H  33.3079  -10.2767  -7.8779
H  33.1792  -7.5566  -8.1317
N  31.4795  -2.9572  -8.2935
C  30.7674  -3.2757  -7.1499
C  29.8144  -4.2718  -7.3550
C  30.1232  -4.7431  -8.6813
C  31.1412  -3.9188  -9.2209
H  32.0620  -2.1486  -8.4576
H  31.0321  -2.7555  -6.2412
H  28.9936  -4.6505  -6.7640
H  29.6186  -5.4908  -9.2753
H  31.5325  -3.8884  -10.2271
N  33.9182  -0.9983  -19.7407
C  34.1601  -0.6304  -21.0816
C  35.5793  -0.7087  -21.3306
C  36.1820  -1.1581  -20.1240
C  35.1422  -1.3727  -19.2407
H  32.9850  -1.1268  -19.3766
H  33.3733  -0.3977  -21.7839
H  36.0618  -0.3966  -22.2450
H  37.2425  -1.3036  -19.9802
H  35.1633  -1.8179  -18.2569
C  38.6579  2.5130  -14.9640
C  38.8166  3.7429  -14.0219
O  38.9112  4.8731  -14.5804
C  38.8627  3.5086  -12.4601
H  37.7736  1.8786  -14.9041
H  39.5234  1.8510  -14.9370
H  38.6850  2.9240  -15.9732
H  38.2727  2.6128  -12.2666
H  38.4554  4.2634  -11.7875
H  39.8651  3.2216  -12.1424

Values from the calculation:
F_max   0.081 Eh/bohr
Charge   -1
Total energy   -73857.85723 eV
HOMO level   -6.354 eV


[3]
Below is C24H42CrF5O31P4 as an isolated structure in a non-equilibrium geometry, with properties calculated with ωB97M-V/def2-TZVPD.

CARTESIAN COORDINATES (ANGSTROEM)
Cr  -0.4841  0.8372  -0.3803
P  0.5681  -1.1510  0.1374
O  0.4543  -0.0036  1.1882
O  1.1181  -0.2450  -0.9675
O  -0.9532  -1.1328  -0.1816
O  1.2287  -2.4811  0.3575
C  1.0961  2.4434  3.4109
C  2.4948  2.5124  4.0305
O  2.1767  2.0524  5.3215
C  0.9301  2.2753  5.6200
O  0.4389  2.1391  6.7458
O  0.2272  2.6259  4.5374
F  2.8564  3.8381  4.2343
H  0.9194  1.4526  2.9924
H  0.8396  2.9995  2.5092
H  3.2928  2.0434  3.4549
C  -1.3448  -2.6250  2.8753
C  -0.3132  -1.9074  3.7478
O  0.1176  -3.0422  4.5485
C  -0.9982  -3.7969  4.7760
O  -1.2141  -4.5138  5.7785
O  -1.8953  -3.5200  3.7312
F  -0.8598  -0.9293  4.4791
H  -0.8385  -3.2268  2.1206
H  -2.1465  -2.0543  2.4067
H  0.5470  -1.4498  3.2592
C  3.1917  -1.8778  -2.7095
C  2.5687  -3.1988  -2.5225
O  3.7598  -3.9531  -2.5039
C  4.7033  -3.3279  -3.2171
O  5.7035  -3.9269  -3.6008
O  4.3680  -2.0568  -3.4122
F  1.8931  -3.3462  -3.6514
H  3.5931  -1.6348  -1.7257
H  2.6871  -1.0075  -3.1290
H  1.9717  -3.3751  -1.6277
C  4.6253  -1.5028  0.9074
C  5.5978  -2.6403  0.9744
O  6.1792  -2.4493  2.2313
C  5.8431  -1.2699  2.7378
O  6.4253  -0.7961  3.7339
O  5.1017  -0.6299  1.8993
F  6.5425  -2.5631  0.0666
H  3.6597  -1.9136  1.2023
H  4.4931  -1.0936  -0.0942
H  5.0348  -3.5735  0.9620
C  -1.0123  -5.2689  -0.0554
C  -1.0636  -4.4195  -1.3360
O  -2.3906  -4.7108  -1.7960
C  -3.1090  -5.0554  -0.7829
O  -4.3524  -5.2766  -0.8293
O  -2.3674  -5.2577  0.3702
F  -0.1323  -4.9604  -2.1760
H  -0.3624  -4.6729  0.5853
H  -0.5388  -6.1984  -0.3714
H  -0.9181  -3.3452  -1.2232
C  -2.0777  4.8311  0.9641
O  -3.1426  3.9685  1.2509
P  -2.7842  2.4500  1.7717
O  -1.8437  1.8002  0.8002
O  -2.1501  2.6830  3.2611
C  -2.5604  3.7408  4.0497
O  -4.2599  1.7987  1.9661
C  -4.3628  0.6606  2.7670
H  -2.0162  5.3660  1.9119
H  -2.3109  5.4394  0.0902
H  -1.0508  4.5439  0.7384
H  -1.8603  4.5600  3.8855
H  -2.7409  3.6138  5.1171
H  -3.5320  4.0563  3.6695
H  -3.5004  -0.0058  2.7820
H  -5.2563  0.0519  2.6279
H  -4.4713  1.0669  3.7726
C  2.0408  1.5484  -3.2989
O  2.1838  2.7746  -2.6077
P  1.0795  3.5433  -1.6689
O  0.3016  2.6403  -0.7554
O  0.0803  4.5280  -2.5437
C  -0.8193  4.0034  -3.5090
O  1.9657  4.6382  -0.8704
C  3.1769  4.0923  -0.2513
H  1.1110  1.0566  -3.0129
H  2.9599  1.0856  -2.9397
H  2.0914  1.6898  -4.3785
H  -0.3079  3.9908  -4.4716
H  -1.7599  4.5445  -3.6120
H  -0.9191  2.9235  -3.3993
H  4.0641  4.6473  -0.5560
H  3.2348  3.0039  -0.2428
H  3.2108  4.4236  0.7866
C  -4.0610  0.8714  -5.5957
O  -3.3600  1.2851  -4.4529
P  -2.6150  0.3977  -3.3860
O  -1.9653  0.9973  -2.1650
O  -1.4810  -0.3696  -4.2836
C  -0.9593  -1.6229  -3.8528
O  -3.8099  -0.7251  -2.9777
C  -4.8611  -0.2780  -2.1093
H  -3.6643  1.2525  -6.5368
H  -5.1216  1.1219  -5.6132
H  -3.8883  -0.1983  -5.7136
H  -1.7238  -2.3984  -3.8997
H  -0.5360  -1.6672  -2.8493
H  -0.2103  -1.8181  -4.6203
H  -4.8214  -0.8022  -1.1544
H  -5.7877  -0.4259  -2.6640
H  -4.8618  0.7830  -1.8598

Values from the calculation:
F_max   0.128 Eh/bohr
⟨S²⟩   6.010
2S+1   5
Charge   -1
Total energy   -168216.22881 eV
HOMO level (spin up / spin down)   -2.851 / -5.142 eV


[4]
Below is one molecule with the formula C2HClO2 in a non-equilibrium geometry, with properties calculated with ωB97M-V/def2-TZVPD.

CARTESIAN COORDINATES (ANGSTROEM)
C  0.1463  0.4008  -0.1253
C  -0.5605  -0.8689  0.0855
O  -0.1884  0.9673  -1.1685
O  -1.3042  -1.7148  0.0862
Cl  2.0585  0.3281  0.3694
H  -0.1516  0.8874  0.7526

Values from the calculation:
F_max   0.053 Eh/bohr
Total energy   -18704.51668 eV
HOMO level   -10.051 eV